[1]
This record from the Open Molecules 2025 dataset describes a molecular structure, C4H7NO at a distorted geometry. The level of theory is wB97M-V/def2-TZVPD.

The geometry in XYZ format:
```
13
Properties=species:S:1:pos:R:3:forces:R:3:lowdin_charge:R:1
C 0.424 0.115 1.212 1.2412 -2.7544 5.3437 -0.34
C 0.486 1.070 -0.914 -4.7449 -0.2719 0.0498 -0.10
C -0.126 -0.433 -0.881 0.4903 2.5065 0.0475 -0.26
C -0.727 -0.445 0.579 -3.8255 0.4662 -1.5051 -0.23
H 0.076 0.304 2.264 0.0213 1.5365 -0.8565 0.13
H 1.224 -0.527 1.596 0.6347 -0.5628 -1.2623 0.12
H -0.464 1.736 -1.161 2.2950 -0.6167 0.3843 0.14
H 1.405 1.329 -1.441 -0.4649 -0.5127 -0.6031 0.11
H 0.719 -1.051 -0.977 1.2762 -0.8515 0.2846 0.10
H -0.936 -2.353 -1.055 -1.3813 3.8440 2.9081 0.23
H -1.634 0.316 0.885 2.0354 -1.8056 -1.4919 0.19
N -1.275 -1.223 -0.564 1.0664 -3.5408 -3.0266 0.02
O 0.828 1.162 0.459 1.3561 2.5632 -0.2724 -0.12
```
Positions in Å, forces in eV/Å.

**M**: 85.11 g mol⁻¹
**Energy above the lowest of the compared OMol25 structures with the same formula, charge and spin**: 7.8198 eV
**Highest occupied orbital energy**: -8.69 eV


[2]
This record from the Open Molecules 2025 dataset describes 14 unconnected molecules or ions with the total composition C4H31O17 at a distorted geometry. The level of theory is wB97M-V/def2-TZVPD.

The geometry in XYZ format:
```
52
Properties=species:S:1:pos:R:3:forces:R:3:lowdin_charge:R:1
O -1.448 0.251 -1.914 -0.0528 0.3941 -0.3906 -0.07
C -1.000 1.385 -1.551 1.2528 -1.2301 2.5013 -0.57
O 0.223 1.721 -1.551 -1.3264 0.1762 -1.0887 -0.04
C -1.960 2.134 -0.593 0.4687 1.2519 -1.8759 -0.09
C -1.219 2.814 0.548 -0.6134 -0.1543 1.0691 -0.09
C -0.494 1.822 1.427 -0.5045 0.4625 -1.2405 -0.53
O -1.248 0.918 1.985 -0.2540 -0.6578 0.8827 0.08
O 0.712 1.857 1.436 0.9054 -0.5307 1.1991 0.03
H -2.747 1.405 -0.471 -0.2528 0.1600 1.0223 0.10
H -2.391 2.991 -1.119 -0.2705 -0.2163 -0.3579 0.12
H -0.515 3.563 0.201 0.2839 -0.3714 -0.3435 0.11
H -1.888 3.413 1.169 -0.4305 -0.2888 0.0877 0.12
H -0.756 0.166 2.620 -0.0143 1.1524 -0.8712 0.07
H -4.255 -1.783 -2.555 0.2721 -0.1056 -0.2756 0.03
H -3.662 -0.922 -1.418 -0.3448 0.1650 -0.6779 0.01
O -4.496 -1.180 -1.855 0.1899 0.1482 0.8315 -0.06
H 1.487 3.548 -1.307 -1.9189 -0.7028 -0.1082 0.00
H 2.877 3.343 -1.412 1.3084 -0.7873 -0.2493 0.02
O 2.277 4.052 -1.248 0.3674 1.3343 0.0284 -0.03
H -3.084 -2.630 2.461 -0.2889 -1.4361 -0.3069 0.00
H -2.760 -1.192 2.139 -0.0441 0.5319 -0.2339 0.04
O -2.788 -1.828 2.851 0.3298 1.2021 0.7576 -0.02
H 1.983 3.188 1.621 -0.0407 1.9957 -0.5844 0.02
H 2.119 4.396 0.520 0.1318 -1.0605 2.4728 0.03
O 2.102 4.181 1.533 0.1098 -0.4581 -1.6417 -0.16
H 0.194 -1.310 2.419 0.7084 -1.0595 -1.0939 0.01
H -0.922 -1.460 3.444 0.3223 0.1287 -0.1651 0.07
O -0.143 -0.912 3.209 -0.9489 0.6425 1.7304 0.02
H 2.970 0.925 -1.089 -0.9679 0.3166 -0.0027 0.02
H 1.871 1.230 -2.285 0.1244 0.0676 1.1929 0.03
O 2.812 1.146 -2.027 0.9492 0.0132 -1.1119 -0.09
H 1.048 -3.284 1.159 0.1756 0.3912 0.3202 0.07
H -0.301 -2.910 0.645 -0.7386 0.3500 -0.7355 -0.03
O 0.301 -2.691 1.355 1.2241 -0.8851 0.6802 -0.05
H 2.782 -0.609 -2.019 0.8281 -1.2739 -0.0972 0.02
H 1.994 -1.888 -2.180 0.5295 -0.2127 -0.1018 0.04
O 2.900 -1.614 -1.945 -1.2438 1.1447 -0.3722 -0.10
H -0.785 -2.190 -1.279 0.8680 -0.1168 -0.3646 0.06
H -2.044 -2.269 -0.647 0.0473 -0.6921 0.4275 0.06
O -1.228 -2.807 -0.683 -1.4279 0.9069 -0.7546 -0.03
H -2.222 -4.239 1.218 0.1783 -0.6411 1.7264 0.07
H -1.336 -4.030 2.434 0.8595 0.3981 0.2624 0.01
O -2.156 -4.449 2.200 -0.9893 0.0078 -2.2345 -0.07
H 2.931 -2.247 0.823 0.5207 -0.2350 -0.1864 0.01
H 3.510 -2.735 -0.474 -0.1055 -0.0678 0.5840 0.01
O 3.427 -3.012 0.467 -0.5468 0.5164 -0.2764 -0.10
H -0.592 -0.527 -3.035 -0.0035 0.2701 -0.4632 -0.04
H 0.198 -0.240 -4.370 -0.4710 -0.8588 0.7714 0.04
O -0.191 -0.969 -3.832 0.6576 0.4445 -0.5086 -0.12
H 1.542 -0.073 -0.168 0.1657 0.3697 0.5616 0.05
H 2.000 0.738 1.084 -0.5503 0.1497 -0.0570 0.02
O 2.305 0.132 0.401 0.5713 -1.0495 -0.3374 -0.06
```
Positions in Å, forces in eV/Å.

**Net charge**: -1
**M**: 351.28 g mol⁻¹
**Energy above the lowest of the compared OMol25 structures with the same formula, charge and spin**: 1.9501 eV
**Highest occupied orbital energy**: -7.13 eV


[3]
This record from the Open Molecules 2025 dataset describes a molecular structure, C21H16N7O6RuS. The level of theory is wB97M-V/def2-TZVPD.

The geometry in XYZ format:
```
52
Properties=species:S:1:pos:R:3:forces:R:3:lowdin_charge:R:1
Ru 0.109 -0.177 -0.660 0.0595 -0.0269 0.1314 1.64
O -1.564 2.416 2.279 0.0162 -0.0105 -0.0032 0.05
C -0.878 1.940 1.388 -0.0758 0.0323 0.0103 -0.62
O -0.387 0.748 1.334 0.0393 -0.0053 -0.0181 -0.18
C -0.545 2.783 0.167 0.0287 0.0328 -0.0373 -0.18
C -0.687 4.154 0.050 -0.0016 -0.0335 0.0140 0.02
C -0.225 4.757 -1.117 -0.0097 0.0438 0.0050 -0.02
C 0.389 4.000 -2.107 0.0196 -0.0438 -0.0215 0.03
C 0.485 2.633 -1.911 -0.0298 0.0383 0.0299 -0.17
N -0.015 2.076 -0.820 0.0175 0.0047 0.0415 0.04
C 1.238 1.651 -2.796 0.0263 0.0026 -0.0270 -0.59
O 1.741 2.030 -3.828 -0.0158 0.0087 -0.0080 0.09
O 1.310 0.458 -2.279 0.0248 -0.0200 -0.0461 -0.18
H -1.126 4.716 0.861 0.0019 0.0048 -0.0022 0.12
H -0.320 5.828 -1.240 0.0032 -0.0017 -0.0016 0.11
H 0.805 4.435 -3.005 -0.0069 0.0121 0.0032 0.13
N -2.701 -0.986 1.755 -0.0105 -0.0090 -0.0174 0.07
N -3.493 0.118 1.411 0.0395 0.0418 0.0222 0.00
C -3.410 0.789 0.255 0.0329 -0.0715 0.0414 -0.40
N -4.133 1.902 0.123 -0.0203 0.0094 0.0032 0.21
N -2.574 0.262 -0.657 -0.0843 0.0003 -0.0439 0.11
N -2.573 0.756 -1.913 0.0231 0.0275 0.0084 -0.43
O -3.437 1.509 -2.347 0.0132 -0.0062 -0.0192 0.05
O -1.625 0.368 -2.594 -0.0557 -0.0034 -0.0547 -0.01
H -2.782 -1.678 1.019 -0.0066 0.0033 0.0154 0.07
H -1.731 -0.673 1.801 -0.0179 0.0028 0.0040 0.05
H -3.903 0.588 2.202 -0.0133 -0.0119 -0.0049 0.15
H -4.604 2.293 0.919 -0.0020 0.0087 0.0002 0.13
H -4.196 2.328 -0.787 0.0053 0.0013 0.0021 0.09
S 2.791 -3.469 1.333 0.0291 -0.0123 0.0036 1.14
C 3.707 -2.006 1.536 0.0003 -0.0098 0.0188 -0.45
C 4.945 -1.818 2.142 -0.0116 -0.0066 -0.0015 -0.08
C 5.461 -0.537 2.171 0.0078 -0.0003 0.0055 -0.08
C 4.761 0.537 1.608 -0.0123 0.0070 -0.0073 -0.07
C 3.534 0.351 1.008 0.0280 -0.0004 0.0115 0.00
C 3.006 -0.937 0.975 -0.0339 0.0407 -0.0238 -0.29
N 1.795 -1.302 0.412 0.0667 0.0047 0.0190 -0.01
C 1.555 -2.577 0.521 -0.0655 0.0158 -0.0214 -0.52
C 0.323 -3.154 -0.030 0.0812 -0.0013 0.0458 -0.27
C 0.060 -4.518 0.071 -0.0544 0.0032 -0.0311 -0.06
C -1.100 -5.030 -0.483 0.0178 0.0175 0.0105 -0.08
C -1.979 -4.174 -1.136 -0.0028 -0.0364 0.0046 -0.08
C -1.707 -2.814 -1.222 -0.0157 0.0622 -0.0202 -0.14
C -0.555 -2.260 -0.669 -0.0427 -0.1094 -0.0369 -0.19
H 5.487 -2.647 2.577 0.0014 0.0011 -0.0003 0.11
H 6.422 -0.361 2.635 -0.0004 -0.0041 -0.0003 0.11
H 5.193 1.528 1.644 -0.0001 -0.0015 0.0003 0.11
H 2.986 1.173 0.565 -0.0058 -0.0071 -0.0022 0.11
H 0.754 -5.180 0.576 0.0059 0.0028 0.0007 0.09
H -1.316 -6.087 -0.413 -0.0002 -0.0003 -0.0015 0.10
H -2.882 -4.572 -1.582 -0.0010 0.0068 -0.0003 0.10
H -2.411 -2.172 -1.739 0.0079 -0.0039 -0.0004 0.08
```
Positions in Å, forces in eV/Å.

**Spin multiplicity**: 6
**M**: 595.54 g mol⁻¹
**Energy above the lowest of the compared OMol25 structures with the same formula, charge and spin**: 0.0000 eV
**Highest occupied orbital energy (spin up / spin down)**: -7.89 / -8.83 eV


[4]
This record from the Open Molecules 2025 dataset describes a molecular structure, C4H3Br at a distorted geometry. The level of theory is wB97M-V/def2-TZVPD.

The geometry in XYZ format:
```
8
Properties=species:S:1:pos:R:3:forces:R:3:lowdin_charge:R:1
C 0.655 1.477 0.117 1.8611 1.7176 0.1188 -0.26
C 1.670 2.274 0.166 -0.7604 -0.4635 0.1527 0.14
C -0.125 0.526 -0.270 -4.4227 -1.2422 -4.1455 -0.25
C -0.272 -0.822 0.304 0.8472 -0.3347 2.6202 -0.59
Br 0.217 -2.346 -0.939 -0.0341 1.3466 1.0360 0.57
H -1.055 0.662 -1.240 3.1405 0.0287 2.8258 0.21
H -1.325 -1.012 0.481 -0.0768 -0.0277 -0.0664 0.04
H 0.234 -0.760 1.382 -0.5548 -1.0248 -2.5416 0.13
```
Positions in Å, forces in eV/Å.

**M**: 130.97 g mol⁻¹
**Energy above the lowest of the compared OMol25 structures with the same formula, charge and spin**: 3.0595 eV
**Highest occupied orbital energy**: -10.21 eV